1.
Density functional theory data (ωB97M-V/def2-TZVPD) for a cluster of 2 separate species, C2H3P3 in total at a distorted geometry.

Output
- Gap between HOMO and LUMO: 8.0 eV
- HOMO energy: -8.61 eV
- Spin multiplicity: 1
- Relative energy (zero: lowest compared OMol25 entry of this formula, charge and spin): 60.64 kcal/mol
- F_max: 3.55 eV Å⁻¹
- Charge: 0

Atoms and positions in Å:
P (-3.89007, 0.74582, -0.43653)
P (-4.54117, -0.92651, 0.26542)
P (-1.05256, 1.69124, 0.34765)
C (-0.89013, 0.00533, 0.45916)
C (0.27951, 0.56044, -0.25036)
H (-1.42397, -0.87787, 0.70129)
H (1.19953, 0.56956, 0.15965)
H (0.40636, 0.33747, -1.27152)


2.
Density functional theory data (ωB97M-V/def2-TZVPD) for a structure of composition C2H3Sr at a distorted geometry.

Output
- Gap between HOMO and LUMO: 7.9 eV
- HOMO energy: -12.65 eV
- Spin multiplicity: 1
- F_max: 1.20 eV Å⁻¹
- Charge: +1

Atoms and positions in Å:
Sr (-0.53922, 0.69361, 1.24408)
C (1.30776, -0.77045, -0.35494)
C (0.54095, -0.34165, -1.19293)
H (-0.00817, 0.16298, -1.97682)
H (2.11953, -1.03217, 0.31055)
H (-2.37171, 0.84867, 0.68197)